{"formula": "C4H5NO2", "method": "ωB97M-V/def2-TZVPD", "gap_ev": 8.8, "e_lumo_ev": -0.49, "species": ["C", "C", "C", "C", "N", "O", "O", "H", "H", "H", "H", "H"], "positions_angstrom": [[0.525, -0.309, 1.073], [-0.578, -0.134, -1.320], [-0.073, 0.252, 0.009], [-0.913, 1.462, -0.335], [1.252, -1.505, 0.957], [1.678, -2.007, 1.969], [1.434, -1.965, -0.170], [0.492, 0.281, 2.044], [0.163, -0.207, -2.128], [-1.925, 1.332, 0.003], [-0.565, 2.473, -0.501], [-1.490, 0.328, -1.600]], "forces_ev_per_a": [[-0.6458, 3.2805, 0.5806], [2.4150, 1.8527, 1.0456], [-2.8350, -0.1451, -0.5439], [2.2425, -1.9775, 0.5213], [0.4436, -0.7444, -0.9137], [0.1547, -0.2896, 0.7807], [-0.2074, 0.1793, 0.3185], [0.5804, -1.3931, -1.3034], [-0.2362, 0.2892, 0.2901], [-0.4178, 0.0748, -0.4132], [0.4371, -0.2521, 0.0423], [-1.9311, -0.8747, -0.4049]]}



{"formula": "C4H5NO2", "method": "ωB97M-V/def2-TZVPD", "gap_ev": [7.3, 7.7], "e_lumo_ev": [-1.04, -0.88], "species": ["O", "C", "C", "C", "N", "C", "O", "H", "H", "H", "H", "H"], "positions_angstrom": [[-1.691, -0.573, 1.365], [-1.134, -0.909, 0.356], [-0.117, 0.635, -0.893], [0.553, 1.147, 0.329], [1.163, -0.008, 0.897], [0.630, -0.936, 0.107], [0.543, -0.466, -1.282], [-1.584, -1.642, -0.365], [-0.562, 1.239, -1.680], [1.269, 1.895, -0.053], [-0.075, 1.644, 1.079], [0.942, -1.978, 0.128]], "forces_ev_per_a": [[0.3134, 0.0224, -0.7031], [0.3341, -0.6984, 0.9988], [-0.4779, 0.8276, -0.8643], [-0.0149, 1.0292, -0.1722], [0.2405, 0.2552, 0.5124], [-0.7431, -1.7073, -0.3475], [-0.0699, -0.1349, 0.2645], [0.1059, 0.4276, -0.0718], [0.0660, -0.0188, 0.1474], [0.0956, -0.0656, 0.2927], [0.0051, -0.0452, -0.1297], [0.1453, 0.1081, 0.0728]]}



{"formula": "C4H5NO2", "method": "ωB97M-V/def2-TZVPD", "gap_ev": [8.1, 8.1], "e_lumo_ev": [-0.97, -0.97], "species": ["O", "C", "C", "C", "N", "C", "O", "H", "H", "H", "H", "H"], "positions_angstrom": [[-0.207, 2.119, 0.147], [-0.372, 1.144, -0.699], [-0.910, 0.028, 0.198], [-0.133, -1.280, 0.191], [0.173, 0.273, 1.153], [1.158, -0.123, 0.244], [1.031, 0.449, -0.952], [-0.741, 1.362, -1.709], [-1.920, 0.107, 0.590], [0.110, -1.752, -0.760], [-0.350, -1.977, 0.996], [2.160, -0.350, 0.603]], "forces_ev_per_a": [[-0.0030, 0.0487, -0.1223], [-0.2240, 0.0722, -0.1292], [-0.3027, 0.1361, 0.0139], [-0.3050, -0.3599, 0.0586], [0.2156, -0.3563, -0.0325], [0.4649, 0.2841, 0.1423], [0.0382, -0.0377, 0.0547], [0.0495, -0.0471, 0.1377], [0.1558, -0.0040, -0.0816], [0.0430, 0.1273, 0.1322], [0.0106, 0.1160, -0.1196], [-0.1430, 0.0205, -0.0542]]}



{"formula": "C4H5NO2", "method": "ωB97M-V/def2-TZVPD", "gap_ev": 7.7, "smiles": "CN(C=O)C=C=O", "e_lumo_ev": -0.32, "species": ["C", "N", "C", "O", "C", "C", "O", "H", "H", "H", "H", "H"], "positions_angstrom": [[1.544, 0.010, -0.430], [0.235, 0.129, 0.187], [-0.638, 1.219, -0.163], [-0.425, 1.988, -1.095], [-0.433, -0.974, 0.642], [-1.764, -0.880, 0.466], [-2.916, -1.079, 0.607], [1.419, -0.261, -1.483], [2.123, -0.778, 0.059], [2.051, 0.977, -0.395], [-1.301, 1.519, 0.668], [0.105, -1.869, 0.937]], "forces_ev_per_a": [[-0.5327, 0.0361, -0.8916], [0.1641, 3.3183, -0.7981], [3.2777, 1.1887, -0.1540], [-0.4073, -1.3795, 1.0727], [-2.0818, -0.1834, -0.5933], [-0.4668, -3.3937, 1.9663], [0.9755, 0.9945, -0.8015], [0.2543, -0.0465, -0.0596], [-0.1306, 0.2424, 0.1186], [-0.0227, -0.2149, 0.1259], [-0.5137, -0.7163, -0.2675], [-0.5161, 0.1543, 0.2820]]}



{"formula": "C4H5NO2", "method": "ωB97M-V/def2-TZVPD", "gap_ev": 10.5, "smiles": "O=C1NC[C@H]2O[C@@H]12", "e_lumo_ev": 0.80, "species": ["O", "C", "N", "C", "C", "O", "C", "H", "H", "H", "H", "H"], "positions_angstrom": [[0.273, -2.497, -0.587], [0.151, -1.321, -0.328], [-0.528, -0.387, -1.076], [-0.607, 0.932, -0.469], [0.257, 0.802, 0.777], [-0.250, -0.098, 1.755], [0.744, -0.572, 0.851], [-0.547, -0.512, -2.074], [-1.645, 1.179, -0.210], [-0.217, 1.710, -1.131], [0.799, 1.661, 1.163], [1.712, -0.877, 1.237]], "forces_ev_per_a": [[0.1823, 0.4409, -0.0142], [0.1320, -0.1458, -0.1485], [0.1064, -0.1336, -0.0098], [0.0826, 0.1205, 0.0310], [0.0507, 0.2355, -0.1357], [-0.1977, -0.0200, 0.0896], [0.1842, -0.1389, 0.0104], [-0.4511, -0.1233, 0.0260], [0.1929, 0.0200, -0.0050], [0.0131, -0.0937, 0.0754], [-0.0552, -0.1366, -0.0417], [-0.2403, -0.0251, 0.1225]]}



{"formula": "C4H5NO2", "method": "ωB97M-V/def2-TZVPD", "gap_ev": [8.3, 8.3], "e_lumo_ev": [0.02, 0.02], "species": ["O", "C", "C", "C", "N", "C", "O", "H", "H", "H", "H", "H"], "positions_angstrom": [[0.126, 1.578, 1.773], [-0.360, 1.133, 0.780], [0.830, 0.160, -0.790], [0.818, -0.778, 0.368], [-0.607, -0.501, 0.683], [-1.187, -0.537, -0.544], [-0.357, -0.132, -1.460], [-1.073, 1.654, 0.106], [1.638, 0.352, -1.489], [0.987, -1.843, 0.136], [1.425, -0.471, 1.220], [-2.239, -0.616, -0.785]], "forces_ev_per_a": [[-0.1770, -0.1457, -0.3516], [0.1303, 0.3721, 0.2134], [0.2269, -0.0542, 0.0023], [0.1304, -0.0172, 0.0005], [-0.1354, -0.2795, -0.0218], [-0.0340, 0.0502, -0.0082], [-0.1324, -0.0027, 0.0948], [0.0298, 0.0092, 0.0572], [-0.1104, -0.0307, 0.1275], [0.0034, 0.0939, 0.0028], [-0.0812, -0.0178, -0.1516], [0.1496, 0.0224, 0.0347]]}



Energy above the lowest of the compared OMol25 structures with the same formula, charge and spin values, unit kJ/mol, following the record order: 707.03 530.64 604.50 254.86 126.19 436.54.
Electronic energy values, unit Eh, following the record order: -360.40013 -360.46731 -360.43918 -360.57235 -360.62136 -360.50315.
Molecular weight values, unit g/mol, following the record order: 99.09 99.09 99.09 99.09 99.09 99.09.